1.
The following is a quantum chemistry calculation of a 3-piece molecular cluster, C4H5I overall, from OMol25.

Values from the calculation:
HOMO (spin up / spin down)   -8.614 / -10.002 eV
ΔE to the lowest compared entry with this formula, charge and spin   105.4 kcal/mol

ORCA input file:
```
! wB97M-V def2-TZVPD RIJCOSX def2/J DEFGRID3
* xyz 0 3
C 0.5378 -0.1944 0.9630
C 0.9196 -0.7571 1.9421
C 0.1192 2.1507 -1.8578
C 0.7521 1.4500 -0.8937
I -2.8838 -3.8263 0.2654
H 1.2508 -1.1547 2.8720
H -0.9865 2.0267 -2.1711
H 0.8204 2.8382 -2.2859
H -2.3267 -4.0188 1.8163
H 1.7971 1.4857 -0.6502
*
```

Löwdin population analysis, charges in e, atoms 1 to 5:
1 C 0.032
2 C -0.048
3 C -0.098
4 C -0.026
5 I 0.305

=====

2.
The following is a quantum chemistry calculation of C30H59As3MnN2OS as an isolated structure, from OMol25.

Values from the calculation:
HOMO (spin up / spin down)   -15.251 / -15.252 eV
ΔE to the lowest compared entry with this formula, charge and spin   0.0 kcal/mol

ORCA input file:
```
! wB97M-V def2-TZVPD RIJCOSX def2/J DEFGRID3
* xyz 3 5
Mn 0.6477 -0.1772 0.3615
C -0.9985 -2.4887 -2.1724
As -0.0458 -2.4485 -0.4913
C -1.3388 -3.0227 0.8338
C 1.3140 -3.8366 -0.4152
C 2.5939 -3.7258 -1.2615
C 3.3030 -5.0792 -1.0760
C 3.5483 -2.6604 -0.7026
As 2.9627 -0.8117 -0.5072
C 4.2518 -0.0415 0.7086
C 3.1183 0.2201 -2.1383
C 2.2629 -3.4811 -2.7407
As 3.6695 -3.9941 -4.0852
C 4.4955 -2.2451 -4.4020
C 2.4468 -3.9413 -5.6070
H -1.1991 -3.5288 -2.4267
H -0.4105 -2.0305 -2.9621
H -1.9420 -1.9600 -2.0406
H -1.5895 -4.0655 0.6386
H -2.2380 -2.4144 0.7526
H -0.9181 -2.9412 1.8344
H 0.7804 -4.7463 -0.7036
H 1.5530 -3.9331 0.6485
H 3.4056 -5.3314 -0.0186
H 4.2962 -5.0632 -1.5209
H 2.7361 -5.8732 -1.5646
H 4.4459 -2.6089 -1.3242
H 3.8749 -2.9333 0.3048
H 5.2505 -0.2077 0.3051
H 4.1693 -0.5180 1.6830
H 4.0701 1.0268 0.8001
H 4.1170 0.0894 -2.5505
H 2.9629 1.2692 -1.8887
H 2.3816 -0.1005 -2.8700
H 1.9512 -2.4418 -2.9186
H 1.4207 -4.1214 -3.0196
H 5.1523 -1.9596 -3.5792
H 3.7547 -1.4678 -4.5934
H 5.1226 -2.3441 -5.2875
H 1.7767 -4.7985 -5.5698
H 3.0293 -4.0106 -6.5240
H 1.8684 -3.0162 -5.6255
C 0.4667 1.5725 8.4053
C 0.6854 1.5975 6.9297
C 0.5589 0.4283 6.1615
C 0.7477 0.4284 4.8049
C 0.5809 -0.8763 4.0691
C 1.0771 1.6666 4.1547
C 1.2407 1.7735 2.7664
O 1.1945 0.8229 1.9231
C 1.2198 2.8613 4.9273
C 1.5616 4.2150 4.3595
C 1.0178 2.7897 6.2893
H 0.3650 0.5601 8.7877
H -0.4418 2.1274 8.6528
H 1.2879 2.0687 8.9238
H 0.3088 -0.4983 6.6641
H 0.3488 -1.6711 4.7750
H 1.4875 -1.1509 3.5273
H -0.2415 -0.8112 3.3504
H 1.4305 2.7658 2.3598
H 2.0559 4.2050 3.3929
H 2.2214 4.7376 5.0500
H 0.6548 4.8177 4.2717
H 1.1312 3.6891 6.8837
C -6.1720 2.6898 1.2298
C -5.4773 1.4855 0.6046
C -4.0876 1.2570 1.1934
C -3.3924 0.0146 0.6482
N -3.2015 0.0687 -0.8132
C -2.2555 0.7512 -1.4561
S -0.8573 1.3635 -0.6128
N -2.4100 1.0002 -2.7448
C -1.5115 1.7868 -3.6108
C -1.8439 3.2733 -3.5858
C -3.2634 3.5875 -4.0513
C -3.5177 5.0883 -4.1385
H -7.1574 2.8427 0.7934
H -5.5922 3.6017 1.0755
H -6.3013 2.5507 2.3039
H -5.4049 1.6400 -0.4784
H -6.0864 0.5885 0.7555
H -4.1658 1.1419 2.2779
H -3.4542 2.1322 1.0161
H -3.9932 -0.8735 0.8460
H -2.4191 -0.1256 1.1151
H -4.0337 -0.1480 -1.3476
H -3.3203 0.8074 -3.1436
H -1.6283 1.3845 -4.6170
H -0.4896 1.6009 -3.2868
H -1.1251 3.7808 -4.2344
H -1.6819 3.6638 -2.5760
H -3.9899 3.1423 -3.3614
H -3.4338 3.1273 -5.0302
H -3.3607 5.5702 -3.1717
H -4.5392 5.2947 -4.4536
H -2.8460 5.5563 -4.8591
*
```

Löwdin population analysis, charges in e, atoms 1 to 5:
1 Mn 0.434
2 C -0.227
3 As 1.139
4 C -0.220
5 C -0.313

=====

3.
The following is a quantum chemistry calculation of C24H52NO4P2S4Si3Yb as an isolated structure, from OMol25.

Values from the calculation:
HOMO   -4.042 eV
ΔE to the lowest compared entry with this formula, charge and spin   11.4 kcal/mol

ORCA input file:
```
! wB97M-V def2-TZVPD RIJCOSX def2/J DEFGRID3
* xyz -1 1
Yb 0.2839 0.6122 0.7218
C -4.9696 2.0557 3.1558
C -4.2365 3.3603 2.9186
O -2.8762 3.2282 2.4994
P -2.4021 2.3509 1.2273
S -2.3940 0.4146 1.6540
S -0.7117 3.2143 0.6321
O -3.5942 2.5767 0.1680
C -3.4991 3.4442 -0.9698
C -3.7352 4.8925 -0.5947
H -5.9865 2.2908 3.4790
H -4.4833 1.4610 3.9281
H -5.0235 1.4555 2.2501
H -4.1782 3.9350 3.8449
H -4.7693 3.9645 2.1786
H -4.2624 3.0803 -1.6596
H -2.5195 3.3104 -1.4343
H -4.7060 5.0132 -0.1103
H -3.7189 5.5163 -1.4901
H -2.9544 5.2410 0.0805
C 2.4282 1.3044 -1.8810
Si 3.1886 -0.1903 -0.9732
C 5.0755 0.0152 -1.1280
C 2.8286 -1.7457 -1.9865
C 2.6121 -0.2674 0.7817
Si 2.1713 -1.8796 1.5242
C 2.0243 -1.8536 3.4205
C 0.4575 -2.4643 0.9300
C 3.3780 -3.2981 1.1661
Si 3.3560 0.9984 1.8383
C 3.5700 2.6988 1.0212
C 5.0178 0.5723 2.6501
C 2.1534 1.4341 3.2671
C 2.5955 2.0069 4.4558
C 1.6934 2.3321 5.4552
C 0.3458 2.0786 5.2370
C -0.0333 1.5254 4.0308
N 0.8349 1.2074 3.0625
H 1.8968 0.9921 -2.7816
H 3.1990 2.0255 -2.1644
H 1.6961 1.8538 -1.2751
H 5.3640 0.0709 -2.1805
H 5.5805 -0.8494 -0.6907
H 5.4590 0.9091 -0.6329
H 2.7368 -1.4871 -3.0425
H 1.8956 -2.2379 -1.7098
H 3.6423 -2.4652 -1.8836
H 1.1019 -1.3739 3.7519
H 2.8543 -1.3462 3.9139
H 2.0081 -2.8846 3.7837
H -0.3905 -1.9268 1.3826
H 0.3094 -3.5121 1.2061
H 0.3358 -2.3864 -0.1525
H 4.3856 -3.0305 1.4900
H 3.4219 -3.5364 0.1046
H 3.0796 -4.2028 1.7016
H 4.1955 2.6719 0.1284
H 4.0264 3.3908 1.7338
H 2.6046 3.1233 0.7319
H 5.6748 0.1558 1.8849
H 4.9018 -0.1843 3.4272
H 5.5215 1.4365 3.0883
H 3.6549 2.1840 4.5927
H 2.0311 2.7714 6.3859
H -0.4049 2.3095 5.9802
H -1.0761 1.3252 3.8150
C -4.4208 -0.7230 -2.8395
C -3.3285 -0.8647 -3.8851
C -3.8272 -1.3841 -5.2196
O -2.3567 -1.7998 -3.3854
P -0.8407 -1.2647 -3.1447
S -0.0093 -0.7357 -4.8356
S -0.9287 0.1082 -1.7027
O -0.2038 -2.5738 -2.4695
C -0.3076 -3.9501 -2.8683
C -0.3545 -4.1589 -4.3712
C -1.4922 -4.5802 -2.1545
H -5.1945 -0.0346 -3.1872
H -3.9968 -0.3447 -1.9098
H -4.8821 -1.6929 -2.6447
H -2.8372 0.1025 -4.0338
H -4.3048 -2.3573 -5.0907
H -2.9884 -1.4878 -5.9069
H -4.5555 -0.6953 -5.6507
H 0.6175 -4.3912 -2.4826
H -1.2595 -3.7272 -4.7963
H -0.3490 -5.2326 -4.5729
H 0.5021 -3.6968 -4.8579
H -2.4242 -4.1698 -2.5406
H -1.4371 -4.3723 -1.0862
H -1.4874 -5.6614 -2.3045
*
```

Löwdin population analysis, charges in e, atoms 1 to 5:
1 Yb 0.716
2 C -0.112
3 C -0.286
4 O -0.358
5 P -0.144

=====

Values of max |F|, in order: 4.1; 0.6; 0.6, all in eV Å⁻¹.